Formula: C49H118N10O17
Source: the Open Molecules 2025 dataset
Level of theory: ωB97M-V/def2-TZVPD

The geometry in ORCA input format:
```
! RIJCOSX wB97M-V def2-TZVPD def2/J DEFGRID3
* xyz 0 1
C 1.83901 -3.60437 -1.59448
C 1.54693 -3.39726 -3.10921
C 0.25326 -2.59840 -3.17056
C 2.74925 -2.57340 -3.62563
C 4.01930 -3.42516 -3.72038
C 3.76489 -4.71186 -4.46898
C 2.56454 -5.55789 -4.04030
C 2.28772 -6.53370 -5.18724
C 2.94993 -6.40230 -2.79316
N 1.44967 -4.66238 -3.80654
O 0.21218 -5.32494 -3.74476
H 2.80576 -4.07452 -1.42702
H 1.93489 -2.63150 -1.09784
H 1.06648 -4.11260 -1.00735
H 0.32741 -1.57036 -2.80450
H -0.03426 -2.37045 -4.20377
H -0.53341 -3.13907 -2.65029
H 2.41460 -2.27559 -4.62490
H 2.97700 -1.74621 -2.95300
H 4.76035 -2.79491 -4.22058
H 4.47647 -3.66217 -2.75434
H 4.66673 -5.33309 -4.45434
H 3.63684 -4.47925 -5.53329
H 1.45573 -7.18637 -4.92744
H 3.16165 -7.07186 -5.54398
H 1.91891 -5.92397 -6.01826
H 2.06643 -6.77326 -2.27107
H 3.54780 -5.86195 -2.05712
H 3.59070 -7.22266 -3.12081
H 0.07993 -5.52606 -2.80138
C -2.30083 5.50887 -4.53810
C -0.81672 5.31527 -4.19365
C -0.23551 4.57549 -5.39565
C -0.06111 6.63937 -4.18947
C -0.24856 7.49264 -2.93060
C 0.09083 6.64280 -1.72144
C -0.66122 5.30976 -1.65279
C -0.02589 4.57077 -0.46632
C -2.14279 5.56875 -1.33065
N -0.52857 4.60181 -2.95254
O -0.96867 3.27078 -2.95342
H -2.88687 5.98867 -3.75053
H -2.68032 5.95073 -5.46156
H -2.78411 4.52282 -4.58372
H -0.72796 3.64506 -5.68145
H -0.27228 5.22744 -6.27390
H 0.83874 4.35561 -5.36003
H 1.00812 6.38759 -4.18223
H -0.24238 7.33267 -5.01025
H 0.38859 8.37498 -2.99331
H -1.28540 7.82178 -2.81441
H -0.20546 7.20803 -0.82996
H 1.17961 6.52501 -1.66958
H -0.54392 3.63776 -0.22589
H -0.15006 5.27644 0.35279
H 1.00467 4.23373 -0.60075
H -2.69535 4.66986 -1.62187
H -2.61759 6.45069 -1.74777
H -2.32341 5.56463 -0.24836
H -0.13957 2.74331 -2.96965
C -2.43186 1.87378 0.60144
C -3.63420 1.01403 1.03811
C -4.34211 0.46213 -0.20395
C -3.04015 -0.17428 1.80465
C -2.68544 0.13007 3.22742
C -3.78767 0.85271 4.00272
C -4.41172 2.06415 3.25070
C -5.73679 2.33663 3.94605
C -3.41215 3.22096 3.44286
N -4.63795 1.68643 1.85519
O -5.37198 2.67411 1.15447
H -1.72066 1.14804 0.21161
H -2.72670 2.65350 -0.09901
H -1.94737 2.30881 1.47627
H -3.53952 0.15511 -0.88325
H -4.94826 -0.42810 -0.01896
H -4.99447 1.14935 -0.73880
H -3.80237 -0.95992 1.69242
H -2.27511 -0.71225 1.23612
H -2.51858 -0.77836 3.81194
H -1.75778 0.71794 3.24190
H -3.40425 1.07900 4.99874
H -4.56381 0.09558 4.17253
H -6.06208 3.36787 3.79231
H -5.77756 2.11075 5.01194
H -6.52241 1.69442 3.53364
H -3.26213 3.86084 2.56923
H -2.42060 2.89381 3.75517
H -3.79045 3.92583 4.18937
H -6.25778 2.29632 1.15683
C -4.28085 -4.05769 1.43660
C -3.72635 -4.59438 2.78228
C -4.26515 -3.80166 3.94327
C -4.26528 -6.02164 2.90125
C -3.69966 -7.03741 1.89596
C -2.20678 -7.17205 2.20270
C -1.52858 -5.78157 2.11342
C -0.20643 -5.99365 2.83215
C -1.27424 -5.49740 0.60493
N -2.27195 -4.71687 2.78956
O -1.59957 -3.46916 2.74131
H -5.36272 -4.17859 1.38737
H -4.12083 -2.97588 1.38747
H -3.78316 -4.47774 0.56486
H -3.90749 -2.77592 4.03625
H -5.35534 -3.72285 3.86252
H -4.13294 -4.34113 4.88390
H -4.15062 -6.46474 3.89203
H -5.32759 -6.02366 2.63835
H -4.30694 -7.91546 2.13525
H -3.82694 -6.86788 0.82403
H -1.71210 -7.84179 1.50035
H -2.24610 -7.56990 3.21912
H 0.39264 -5.08651 2.92584
H 0.36439 -6.78453 2.33513
H -0.32415 -6.42003 3.83039
H -0.28369 -5.91811 0.41923
H -1.12262 -4.42948 0.40085
H -2.01483 -5.83914 -0.11403
H -1.59656 -3.30672 1.78163
N 3.30237 1.28430 -3.77595
C 2.19893 2.03768 -3.53424
N 2.45021 3.37582 -3.48025
O 1.05649 1.54563 -3.37251
H 3.18062 0.29158 -3.91816
H 4.26282 1.55666 -3.87414
H 1.66741 4.03387 -3.45663
H 3.32666 3.80733 -3.70979
N -1.77995 0.19057 -4.30438
C -1.34614 0.39270 -5.59007
N 0.02251 0.54454 -5.71204
O -2.09310 0.38552 -6.56781
H -2.74131 0.01852 -4.09086
H -1.10912 0.33953 -3.57230
H 0.27936 0.95487 -6.59148
H 0.56126 0.66959 -4.85658
N 6.41597 -2.02084 -1.12684
C 5.33133 -1.18206 -1.28142
N 4.41348 -1.28187 -0.27864
O 5.28707 -0.29803 -2.15089
H 6.33390 -2.71441 -0.39995
H 7.08600 -2.23119 -1.84206
H 3.60658 -0.68451 -0.47628
H 4.33276 -2.18011 0.16937
O 0.09952 -1.36908 0.75940
C 0.65643 -0.08107 1.11154
C 0.95852 0.51804 -0.23359
O 1.97599 -0.15856 -0.95328
H 0.80226 -1.76534 0.22935
H -0.01781 0.49572 1.73799
H 1.58849 -0.15869 1.68550
H 1.31412 1.54786 -0.09326
H 0.01602 0.57638 -0.78648
H 2.05742 0.40301 -1.72586
O 6.56392 1.98914 -0.94844
C 5.40322 2.80907 -1.05858
C 4.80865 2.97950 0.32810
O 4.16057 1.78736 0.74643
H 6.38044 1.19146 -1.46769
H 5.60011 3.75853 -1.56894
H 4.69454 2.25187 -1.68376
H 4.15001 3.85268 0.34389
H 5.59560 3.18285 1.06407
H 4.78261 1.06050 0.58521
O 1.03562 0.72481 5.42808
C 0.03202 -0.25684 5.15299
C -1.19147 -0.19134 6.04495
O -0.96697 -0.72805 7.32754
H 0.77963 1.49311 4.89249
H -0.26994 -0.18434 4.10834
H 0.48945 -1.24708 5.21129
H -2.00967 -0.69965 5.52491
H -1.60120 0.82713 6.09446
H -0.76004 -0.02493 7.94603
O 6.00249 1.65155 3.71172
C 5.12899 1.47538 4.81459
C 4.06826 0.41923 4.63749
O 4.59584 -0.90243 4.51572
H 6.34358 0.78150 3.48591
H 5.70107 1.26494 5.73247
H 4.73057 2.45394 5.08913
H 3.36468 0.65660 3.83941
H 3.55345 0.45606 5.60321
H 3.96424 -1.53698 4.86050
O -0.53076 2.97704 4.12663
C -0.38703 3.73599 2.93013
C -0.58263 5.22063 3.17802
O -1.97398 5.52490 3.16537
H -1.33404 3.28743 4.56145
H 0.62197 3.63512 2.51552
H -1.06864 3.40556 2.13997
H 0.04541 5.89171 2.59016
H -0.22968 5.38641 4.20681
H -2.18431 6.29430 2.63293
*
```

Properties
Kohn-Sham gap in eV: 8.308
Structure (SMILES): CC1(C)CCCC(C)(C)N1O.CC1(C)CCCC(C)(C)N1O.CC1(C)CCCC(C)(C)N1O.CC1(C)CCCC(C)(C)N1O.NC(N)=O.NC(N)=O.NC(N)=O.OCCO.OCCO.OCCO.OCCO.OCCO
Energy relative to the best compared isomer or geometry (same formula, charge and spin) in kcal/mol: 0.0
E_HOMO in eV: -8.18
LUMO level in eV: 0.130